[1]
Entry from the Open Molecules 2025 dataset: a 2-piece molecular cluster, C2H4O3P overall in a non-equilibrium geometry (ωB97M-V/def2-TZVPD).

Each line ends with the natural charge from an NBO analysis.
Element x y z (Å)
1 P 1.34 -0.50 0.05  1.318
2 O 1.61 -0.95 -1.33  -1.134
3 O -0.86 -0.99 1.50  -0.572
4 O 2.04 2.02 0.63  -0.722
5 C -1.24 0.41 -0.42  -0.733
6 C -0.44 -0.47 0.49  0.270
7 H 1.83 -1.44 0.99  -0.126
8 H -1.34 1.38 0.06  0.249
9 H -2.24 0.01 -0.61  0.211
10 H -0.69 0.54 -1.35  0.239

**HOMO-LUMO gap (spin up / spin down)**: 6.8895 / 6.9251 eV
**Charge**: -1
**E_HOMO (spin up / spin down)**: -3.29 / -3.32 eV
**LUMO energy (spin up / spin down)**: 3.6 / 3.6 eV



[2]
Entry from the Open Molecules 2025 dataset: a 3-piece molecular cluster, H7NO2 overall (ωB97M-V/def2-TZVPD).

Each line ends with the natural charge from an NBO analysis.
Element x y z (Å)
1 O -1.24 -1.12 -0.48  -0.952
2 O -0.71 1.78 -1.40  -0.949
3 N 1.33 -0.46 0.92  -1.096
4 H 2.01 -1.19 1.04  0.373
5 H -1.25 -0.97 0.47  0.454
6 H 0.70 -0.45 1.71  0.354
7 H -1.02 1.57 -0.51  0.470
8 H -0.29 -0.94 -0.63  0.493
9 H 1.74 0.47 0.90  0.374
10 H -1.28 1.32 -2.02  0.478

**HOMO-LUMO gap**: 11.3133 eV
**E_HOMO**: -10.68 eV
**LUMO energy**: 0.6 eV



[3]
Entry from the Open Molecules 2025 dataset: the molecule C3H6N2O (ωB97M-V/def2-TZVPD).

Each line ends with the natural charge from an NBO analysis.
Element x y z (Å)
1 O -1.43 1.99 1.02  -0.515
2 N 0.54 0.42 0.03  -0.604
3 N -1.23 -0.95 -0.83  -0.673
4 C -0.75 0.06 -0.21  0.314
5 C 1.61 -0.55 0.00  -0.420
6 C -1.76 1.01 0.38  0.398
7 H 2.49 -0.11 0.48  0.217
8 H -0.50 -1.55 -1.21  0.337
9 H 1.33 -1.46 0.54  0.194
10 H 1.88 -0.82 -1.03  0.197
11 H -2.81 0.73 0.20  0.142
12 H 0.63 1.23 0.63  0.414

**HOMO-LUMO gap**: 9.8141 eV
**E_HOMO**: -9.52 eV
**LUMO energy**: 0.3 eV



[4]
Entry from the Open Molecules 2025 dataset: an isolated ion of composition C6H7N2 and charge +1 in a non-equilibrium geometry (ωB97M-V/def2-TZVPD).

Each line ends with the natural charge from an NBO analysis.
Element x y z (Å)
1 N 2.17 0.04 0.96  -0.367
2 N -0.33 0.60 0.61  -0.309
3 C 2.18 1.28 0.93  0.611
4 C 0.08 1.69 0.98  0.139
5 C -0.64 -1.27 -1.11  -0.611
6 C 0.23 -0.18 -0.49  -0.147
7 C 1.43 2.31 1.17  -0.345
8 C 1.23 -0.68 0.43  0.242
9 H -0.76 -2.08 -0.32  0.230
10 H -0.72 2.27 1.52  0.284
11 H -1.60 -0.86 -1.43  0.257
12 H 1.51 3.22 1.51  0.284
13 H -0.05 -1.75 -2.00  0.254
14 H 1.18 -1.75 0.75  0.250
15 H 0.57 0.55 -1.12  0.228

**HOMO-LUMO gap**: 8.2604 eV
**Charge**: +1
**E_HOMO**: -14.66 eV
**LUMO energy**: -6.4 eV



[5]
Entry from the Open Molecules 2025 dataset: the molecule C2H3ClOS in a non-equilibrium geometry (ωB97M-V/def2-TZVPD).

Each line ends with the natural charge from an NBO analysis.
Element x y z (Å)
1 Cl 1.04 0.52 -1.66  -0.049
2 S -1.63 -0.45 1.27  0.039
3 O 0.30 -1.61 -0.09  -0.698
4 C -0.37 -0.47 0.36  0.141
5 C 0.28 1.01 -0.10  -0.485
6 H 1.21 1.71 0.46  0.275
7 H -0.13 -2.51 -0.06  0.517
8 H -0.69 1.80 -0.17  0.261

**HOMO-LUMO gap**: 9.1508 eV
**E_HOMO**: -9.22 eV
**LUMO energy**: -0.1 eV



[6]
Entry from the Open Molecules 2025 dataset: a 7-piece molecular cluster, C48H59F6IN3O3P2S2Si overall in a non-equilibrium geometry (ωB97M-V/def2-TZVPD).

Each line ends with the Löwdin charge.
Element x y z (Å)
1 I 0.10 -2.50 2.38  1.027
2 S -1.10 -3.86 -2.53  0.219
3 S -2.07 1.51 -0.49  0.942
4 P 0.59 -0.35 -1.85  0.862
5 P -0.07 -3.21 -0.99  0.410
6 Si -3.80 1.07 -3.95  0.425
7 F 0.98 -2.49 -10.23  0.069
8 F 7.43 5.96 5.62  0.039
9 F 7.20 -1.00 5.41  0.044
10 F -7.54 1.85 -7.22  0.046
11 F -2.49 -4.77 0.64  -0.023
12 F 4.09 3.03 0.58  0.030
13 O -3.84 0.04 -2.60  -0.260
14 O -0.36 0.81 3.13  0.089
15 O 2.04 -1.04 -1.62  -0.304
16 N 0.46 0.22 1.02  -0.178
17 N 0.24 -0.91 -3.39  -0.136
18 N -1.89 -1.24 -1.07  0.017
19 C 7.73 -0.93 7.70  -0.015
20 C 6.79 -0.92 6.70  -0.290
21 C 5.77 1.91 3.58  -0.068
22 C -3.74 -8.59 -0.18  -0.084
23 C 5.20 4.29 2.24  -0.011
24 C -4.15 -6.44 0.79  -0.018
25 C 7.30 -0.84 9.02  -0.078
26 C -10.65 2.23 -5.42  -0.081
27 C -4.61 0.39 -1.47  -0.279
28 C -11.01 0.90 -5.26  -0.094
29 C -0.42 -0.92 0.91  -0.712
30 C 6.16 6.01 9.52  -0.093
31 C 1.30 -2.52 -8.93  -0.285
32 C 0.12 1.15 2.07  -0.493
33 C -8.68 1.54 -6.58  -0.297
34 C 7.01 5.98 6.91  -0.285
35 C 5.06 1.88 2.39  -0.028
36 C 5.95 -0.77 9.31  -0.093
37 C 0.82 -1.52 -8.10  -0.013
38 C -4.57 -7.73 0.51  -0.074
39 C -0.48 -1.42 -0.59  -0.599
40 C -10.20 -0.11 -5.76  -0.082
41 C 6.20 3.13 4.10  -0.074
42 C 7.52 5.97 9.23  -0.079
43 C 0.47 2.59 1.78  0.012
44 C -4.03 -0.33 -0.27  -0.143
45 C -2.41 0.47 -5.05  -0.151
46 C -2.90 -6.04 0.37  -0.283
47 C -2.06 -6.88 -0.33  -0.031
48 C 2.09 -3.55 -8.46  -0.008
49 C -9.03 0.21 -6.43  -0.024
50 C 5.02 -0.77 8.28  -0.084
51 C 5.92 4.31 3.43  -0.070
52 C -9.47 2.56 -6.08  -0.018
53 C 2.42 -3.57 -7.11  -0.078
54 C 1.90 -0.11 1.21  -0.107
55 C 4.79 3.07 1.74  -0.290
56 C -1.94 -0.67 1.20  -0.193
57 C -2.48 -8.17 -0.60  -0.070
58 C 5.66 6.03 7.17  -0.021
59 C 7.95 5.95 7.92  -0.015
60 C -3.44 2.86 -3.55  -0.164
61 C -2.52 -0.21 -0.13  -0.670
62 C 5.44 -0.84 6.96  -0.026
63 C 1.15 -1.56 -6.75  -0.095
64 C 1.95 -2.59 -6.26  -0.108
65 C -5.43 1.05 -4.85  -0.149
66 C 5.23 6.04 8.49  -0.082
67 H -4.78 -5.74 1.34  0.117
68 H 8.78 -0.99 7.46  0.119
69 H -6.23 1.42 -4.22  0.042
70 H -2.47 3.03 -3.09  0.012
71 H 0.20 -0.74 -8.51  0.118
72 H -11.93 0.65 -4.75  0.103
73 H -2.42 -0.60 -5.21  0.043
74 H -8.38 -0.56 -6.84  0.117
75 H 6.76 3.15 5.03  0.105
76 H 2.44 -4.31 -9.14  0.122
77 H 3.96 -0.71 8.50  0.104
78 H 4.73 -0.84 6.14  0.112
79 H 4.95 6.06 6.35  0.114
80 H 5.62 -0.71 10.34  0.103
81 H -10.48 -1.14 -5.64  0.105
82 H -0.76 1.38 -0.73  -0.152
83 H 2.47 0.70 0.76  0.084
84 H -0.27 -4.04 0.11  -0.103
85 H -5.55 -8.05 0.83  0.109
86 H -2.58 0.94 -6.02  0.048
87 H -4.23 3.31 -2.95  0.037
88 H 2.14 -0.13 2.27  0.086
89 H 5.83 6.02 10.55  0.102
90 H 0.44 -1.89 -3.58  -0.006
91 H -0.67 -0.64 -3.75  -0.011
92 H -4.07 -9.60 -0.40  0.106
93 H 4.71 0.95 1.96  0.104
94 H 8.24 5.95 10.03  0.107
95 H -11.28 3.02 -5.04  0.106
96 H 2.64 -0.75 -2.31  0.083
97 H -5.63 0.01 -1.60  0.133
98 H 4.98 5.20 1.70  0.119
99 H -4.32 -1.38 -0.38  0.137
100 H -3.45 3.38 -4.50  0.044
101 H -1.09 -6.53 -0.65  0.096
102 H 9.00 5.91 7.67  0.119
103 H -2.35 -1.63 1.49  0.087
104 H 0.89 2.74 0.80  0.080
105 H 1.20 2.88 2.53  0.100
106 H 1.31 -3.20 -1.26  -0.006
107 H -5.67 0.08 -5.28  0.041
108 H -4.50 0.02 0.64  0.142
109 H -0.41 3.21 1.96  0.092
110 H -1.46 0.80 -4.64  0.018
111 H -5.32 1.74 -5.68  0.039
112 H 4.18 6.07 8.71  0.105
113 H -9.17 3.59 -6.21  0.118
114 H -2.03 -0.85 -2.01  0.114
115 H 6.25 5.25 3.84  0.088
116 H -2.41 -2.10 -0.89  0.116
117 H 3.05 -4.37 -6.73  0.107
118 H -1.83 -8.85 -1.14  0.110
119 H -4.71 1.46 -1.30  0.103
120 H 8.03 -0.84 9.82  0.107
121 H -2.18 0.09 1.93  0.116
122 H 6.00 0.99 4.10  0.093
123 H 0.78 -0.79 -6.09  0.080
124 H 2.18 -1.02 0.71  0.056
125 H 2.21 -2.61 -5.21  0.085

**HOMO-LUMO gap**: 8.0373 eV
**Charge**: +1
**E_HOMO**: -10.61 eV
**LUMO energy**: -2.6 eV



[7]
Entry from the Open Molecules 2025 dataset: C32H21BrF9IrN2O2P as an isolated structure in a non-equilibrium geometry (ωB97M-V/def2-TZVPD).

Each line ends with the Löwdin spin population.
Element x y z (Å)
1 Ir -1.11 0.04 -1.73  0.414
2 Br -3.41 -0.34 -0.75  0.001
3 P -0.02 1.21 0.10  0.050
4 F 1.16 -5.07 1.93  0.002
5 F -2.18 3.71 5.84  0.000
6 F 1.02 -4.29 3.95  0.001
7 F -0.13 4.39 5.96  0.000
8 F 4.37 3.61 -4.16  0.000
9 F 4.40 5.33 -2.84  0.000
10 F -1.61 5.58 4.91  0.000
11 F -0.78 -4.79 2.85  0.000
12 F 5.73 3.65 -2.48  0.000
13 O -2.14 -0.60 -5.46  0.010
14 O -2.20 0.14 -3.32  0.072
15 N -0.22 0.00 -4.38  0.000
16 N 0.18 0.75 -3.24  -0.003
17 C 0.49 -3.78 -1.96  0.004
18 C -1.59 -0.19 -4.50  0.005
19 C 0.38 3.13 3.61  0.001
20 C 3.45 3.32 -2.04  0.004
21 C -1.94 -2.69 -1.02  0.015
22 C -1.70 2.72 1.80  0.001
23 C -4.14 -3.01 -0.04  0.029
24 C 0.62 2.44 2.43  0.002
25 C -0.90 3.60 3.88  0.000
26 C -3.17 -2.22 -0.57  0.011
27 C 2.54 1.27 -1.17  0.002
28 C 0.30 -0.38 0.94  0.014
29 C -0.78 -2.14 2.19  -0.001
30 C 1.35 3.35 -0.87  0.003
31 C -3.88 -4.39 0.08  0.002
32 C 3.55 1.95 -1.83  0.000
33 C -1.20 4.33 5.17  0.000
34 C -1.68 -4.07 -0.88  0.000
35 C -2.67 -4.90 -0.32  0.041
36 C 1.55 -2.32 1.62  0.001
37 C 0.45 -4.26 2.75  0.001
38 C 2.35 4.02 -1.57  -0.001
39 C 4.51 4.00 -2.88  0.000
40 C -0.83 -0.91 1.58  0.008
41 C 1.44 1.98 -0.66  0.003
42 C 0.40 -2.86 2.18  0.010
43 C 1.51 -1.08 1.00  0.006
44 C -0.94 -1.86 -1.61  0.025
45 C -0.42 2.24 1.53  0.007
46 C -0.44 -4.59 -1.34  0.144
47 C -1.94 3.40 2.98  0.000
48 C 0.22 -2.42 -2.12  0.109
49 H 2.27 5.09 -1.75  0.000
50 H -5.09 -2.60 0.27  0.001
51 H -2.46 -5.96 -0.21  0.001
52 H -4.64 -5.04 0.50  -0.001
53 H 0.50 3.91 -0.50  0.000
54 H -1.66 -2.55 2.67  0.000
55 H 2.41 -0.69 0.57  0.000
56 H -0.24 -5.65 -1.21  0.006
57 H -2.51 2.57 1.09  0.000
58 H 2.61 0.20 -1.06  0.000
59 H -1.75 -0.34 1.60  0.000
60 H 1.41 -4.20 -2.35  -0.002
61 H 1.18 3.29 4.32  0.000
62 H -0.08 1.74 -3.34  0.000
63 H -2.93 3.79 3.20  0.000
64 H 2.48 -2.88 1.65  0.000
65 H 0.94 -1.80 -2.66  0.004
66 H 0.37 -0.05 -5.19  0.000
67 H 1.62 2.07 2.23  0.000
68 H 1.19 0.69 -3.14  0.000
69 H 4.41 1.41 -2.20  0.000

**HOMO-LUMO gap (spin up / spin down)**: 6.6550 / 5.5356 eV
**Charge**: +2
**E_HOMO (spin up / spin down)**: -14.50 / -14.70 eV
**LUMO energy (spin up / spin down)**: -7.8 / -9.2 eV
**Spin multiplicity**: 2



Quick rundown of molar mass, same order as above: 107.02; 53.06; 86.09; 107.14; 110.57; 1121.08; 939.61 g/mol
Quick rundown of relative energy (zero: lowest compared OMol25 entry of this formula, charge and spin), same order as above: 6.305; 0.375; 1.249; 4.807; 2.142; 0.472; 1.566 eV